1.
# CHBr2NO

2 unconnected molecules or ions with the total composition CHBr2NO (ωB97M-V/def2-TZVPD, the OMol25 dataset).

Last column: Löwdin charge in e.
Geometry (Å):
C 0.1460 -0.2244 -0.3016  -1.2121
N -0.3005 -0.1380 1.0726  -0.2276
O -0.2357 0.8655 1.7327  -0.0171
Br 0.7670 -1.9263 -0.7099  0.7116
Br 1.0355 1.4413 -1.1284  0.5002
H -1.4124 -0.0181 -0.6654  0.2450

Its spin multiplicity is 1. The HOMO-LUMO gap comes out at 8.78 eV. Its largest force on an atom is 5.25 eV/Å. The energy relative to the best compared isomer or geometry (same formula, charge and spin) is 4.248 eV. The value obtained for the HOMO energy is -9.827 eV. The molar mass comes out at 202.83 u.


2.
# C8H16

A molecular structure, C8H16 (ωB97M-V/def2-TZVPD, the OMol25 dataset).

Last column: Löwdin charge in e.
Geometry (Å):
C 0.2742 1.7636 0.3095  -0.0887
C 1.0465 0.5686 -0.0700  -0.5226
C 1.2569 0.4976 -1.6235  -0.0692
C 0.6165 -0.7007 0.6398  -0.3402
C 1.6997 -1.2573 1.2867  0.0642
C -0.7700 -1.1006 0.5923  -0.4485
C -1.8112 -0.3506 1.0908  -0.1889
C -1.0673 -0.7409 -0.9310  -0.1342
H -0.4762 1.8874 -0.3742  -0.0037
H 1.0847 2.5398 -0.2141  0.1564
H -0.2464 1.8604 1.3388  0.1246
H 2.0634 0.7120 0.1970  0.0696
H 0.1126 1.1456 -2.0176  0.1432
H 1.9444 1.2705 -2.0445  0.0585
H 1.2049 -0.8555 -1.9171  0.1779
H 1.2949 -2.0498 2.0703  0.1018
H 2.5969 -0.4522 1.1254  0.1169
H -0.9653 -2.2778 0.8108  0.1914
H -2.1932 0.5853 0.5519  0.1040
H -1.5490 -0.0216 2.1567  0.1075
H -2.7028 -1.1639 1.1229  0.1403
H -1.0096 0.4276 -1.0877  0.0445
H -0.2367 -1.1511 -1.6601  0.0516
H -2.1678 -1.1365 -1.3531  0.1435

Its spin multiplicity is 1. The HOMO-LUMO gap comes out at 9.91 eV. Its largest force on an atom is 8.48 eV/Å. The energy relative to the best compared isomer or geometry (same formula, charge and spin) is 7.791 eV. The value obtained for the HOMO energy is -9.056 eV. The molar mass comes out at 112.22 u.


3.
# C21H29Cl3CsIN5O3P2SbSe4Si

A molecular structure, C21H29Cl3CsIN5O3P2SbSe4Si (ωB97M-V/def2-TZVPD, the OMol25 dataset).

Last column: Löwdin charge in e.
Geometry (Å):
Cs -0.3995 1.5255 -1.7149  0.5672
N 1.1198 -2.0702 -1.6027  -0.1050
P 1.2274 -1.2402 -0.0666  1.0214
C 2.8463 -1.8645 0.5721  -0.3608
C 3.1407 -3.2219 0.6695  -0.0865
C 4.3690 -3.6423 1.1580  -0.0959
C 5.3145 -2.7042 1.5610  -0.1072
C 5.0279 -1.3495 1.4684  -0.0929
C 3.7982 -0.9333 0.9703  -0.0982
C 0.1383 -2.2994 0.9822  -0.3578
C 0.2525 -2.0886 2.3624  -0.1327
C -0.5676 -2.7500 3.2604  -0.0896
C -1.5331 -3.6383 2.7942  -0.1059
C -1.6605 -3.8544 1.4318  -0.0845
C -0.8291 -3.1922 0.5309  -0.0959
C 1.7191 -1.3317 -2.6169  -0.4383
C 1.4741 -1.4767 -3.9875  -0.0145
C 2.1051 -0.5936 -4.8386  -0.0687
C 2.9639 0.3892 -4.3416  -0.0760
C 3.1548 0.4371 -2.9737  -0.1414
N 2.5493 -0.4039 -2.1394  0.0462
H 0.3381 -2.6598 -1.8679  -0.0297
H 2.4030 -3.9523 0.3542  0.1076
H 4.5892 -4.7008 1.2283  0.0944
H 6.2728 -3.0313 1.9463  0.0918
H 5.7617 -0.6152 1.7770  0.0972
H 3.5684 0.1243 0.8836  0.1060
H 1.0231 -1.4158 2.7340  0.1010
H -0.4578 -2.5767 4.3244  0.0994
H -2.1848 -4.1497 3.4907  0.0889
H -2.4111 -4.5392 1.0547  0.1070
H -0.9619 -3.3864 -0.5271  0.0061
H 0.7783 -2.2268 -4.3419  0.0881
H 1.9071 -0.6506 -5.9019  0.1070
H 3.4448 1.1030 -4.9948  0.0968
H 3.7936 1.1843 -2.5145  0.1125
Se -1.9868 7.1720 -1.2369  -0.1722
Sb -2.4111 5.0174 -2.4073  -0.3022
Se -0.1547 4.3073 -3.2706  -0.2690
Se -2.9150 3.3060 -0.5940  -0.1801
Se -4.1414 5.0650 -4.0848  -0.2887
N -4.2132 0.2616 0.2071  0.1906
C -4.0239 -0.3591 1.3656  -0.6272
O -3.2454 0.0383 2.2363  -0.0631
C -4.8227 -1.6377 1.5454  -0.5913
I -5.2820 -2.0617 3.5738  0.7753
H -3.7327 1.1430 -0.0050  -0.0673
H -4.8161 -0.1220 -0.5019  0.0942
H -4.2472 -2.4768 1.1642  0.0042
H -5.7703 -1.5928 1.0200  0.0382
Cl -3.1924 -1.5714 -4.5811  -0.0021
Si -2.4906 -1.9054 -2.5795  -0.3851
Cl -1.3818 -3.8406 -3.0193  -0.0069
Cl -4.2803 -2.8969 -1.7410  -0.0222
N -0.7274 1.2338 2.2216  0.1300
C -0.7267 2.7169 2.4598  -0.1929
P 0.7036 3.4058 1.5080  0.3687
O 1.8388 3.7559 2.4132  -0.3760
O 0.8746 2.3645 0.4103  -0.6599
C -0.0460 4.9324 0.8746  -0.2896
N 0.5888 5.4927 -0.3420  0.0159
H -0.1525 1.1062 1.3619  0.0615
H -1.6896 0.8465 2.1166  0.0932
H -0.2713 0.7188 2.9691  0.1391
H -0.6583 2.9251 3.5240  0.0970
H -1.6595 3.1004 2.0419  0.0452
H 0.0029 5.6810 1.6657  0.1039
H -1.0911 4.7560 0.6051  -0.0276
H 0.5079 4.8536 -1.1860  -0.0639
H 1.5614 5.7500 -0.2055  0.1410
H -0.0240 6.3106 -0.6540  -0.0675

Its spin multiplicity is 1. The HOMO-LUMO gap comes out at 5.03 eV. Its largest force on an atom is 1.63 eV/Å. The energy relative to the best compared isomer or geometry (same formula, charge and spin) is 0.991 eV. The value obtained for the HOMO energy is -1.998 eV. The molar mass comes out at 1293.30 u. The net charge is -2.


4.
# C4H2N4O2

2 unconnected molecules or ions with the total composition C4H2N4O2 (ωB97M-V/def2-TZVPD, the OMol25 dataset).

Last column: Löwdin charge in e.
Geometry (Å):
C -0.2283 1.9445 1.7801  -0.1990
C 0.5778 -0.0403 -1.8999  -0.2933
C -0.5672 -2.1592 1.4648  -0.4482
C 0.3114 1.4599 0.6475  0.0182
N -0.7259 2.3451 2.7420  0.1892
N 1.5588 0.5711 -1.1415  0.0263
N 1.1251 1.1114 -0.1322  0.0144
N -0.6219 0.0499 -1.5142  0.1001
O -0.4895 -1.8776 2.5701  0.2177
O -0.6322 -2.4461 0.3595  0.2039
H 0.9934 -0.5439 -2.7713  0.1142
H -1.3015 -0.4149 -2.1048  0.0564

Its spin multiplicity is 1. The HOMO-LUMO gap comes out at 8.52 eV. Its largest force on an atom is 2.32 eV/Å. The energy relative to the best compared isomer or geometry (same formula, charge and spin) is 2.446 eV. The value obtained for the HOMO energy is -9.396 eV. The molar mass comes out at 138.09 u.


5.
# C5H20NO5

5 unconnected molecules or ions with the total composition C5H20NO5 (ωB97M-V/def2-TZVPD, the OMol25 dataset).

Last column: Löwdin charge in e.
Geometry (Å):
C 0.7179 1.2146 0.1695  -0.3107
O 1.7902 0.6208 -0.5249  -0.3262
C -0.5992 0.3874 0.1781  -0.3571
C -1.6884 0.8830 1.1650  -0.3762
C -2.4868 -0.2123 1.8255  -0.1117
C -2.6623 1.7614 0.3333  -0.0852
N -0.4080 -1.0810 0.2537  0.0314
H 1.1786 1.6650 1.0694  0.1021
H 0.4219 2.1673 -0.3375  0.0984
H -0.8568 0.4152 -0.8978  0.1319
H -1.2232 1.4671 1.9871  0.1341
H -2.9550 0.1269 2.7694  0.0776
H -3.1001 -0.7542 1.1116  0.0756
H -1.7463 -0.9161 2.2852  0.0748
H -3.5192 1.1720 0.0041  0.0670
H -2.1848 2.2564 -0.5068  0.0644
H -3.1685 2.5311 0.8913  0.0540
H -0.0251 -1.3023 1.1862  0.0571
H 0.4596 -1.1933 -0.2725  0.0388
H 1.7291 1.1263 -2.0329  -0.0180
H 1.3045 1.9774 -3.3212  -0.0028
O 1.8907 1.2783 -3.0252  -0.1322
H 1.9646 -2.5298 1.9588  -0.0060
H 2.4569 -1.7105 3.0476  0.0257
O 2.0205 -2.5661 2.9306  -0.1001
H 2.4383 -0.5905 -0.1080  0.0087
H 2.7301 -1.9089 -0.6371  0.0093
O 2.7595 -1.5641 0.2670  -0.1904
H 1.5253 -1.3559 -3.4902  0.0190
H 0.2728 -1.3882 -4.2998  0.0246
O 0.9633 -1.9771 -3.9794  -0.0776

Its spin multiplicity is 1. The HOMO-LUMO gap comes out at 8.30 eV. Its largest force on an atom is 2.56 eV/Å. The energy relative to the best compared isomer or geometry (same formula, charge and spin) is 0.871 eV. The value obtained for the HOMO energy is -4.934 eV. The molar mass comes out at 174.22 u. The net charge is -1.


6.
# C3H3NO2S2

C3H3NO2S2 in the gas phase (ωB97M-V/def2-TZVPD, the OMol25 dataset).

Last column: Löwdin charge in e.
Geometry (Å):
O 2.8812 -0.1528 -0.3896  0.0974
C 1.6954 -0.1053 -0.2036  -0.4302
C 0.7848 1.0159 0.1090  -0.0403
C -0.4577 0.4257 -0.0376  -0.6461
S -2.0371 1.2365 -0.4158  0.7156
N -0.3655 -1.0460 -0.0188  -0.5811
S -1.6565 -1.9874 -0.2279  0.8394
O 1.0021 -1.4075 -0.4713  -0.0145
H 1.2382 2.0652 0.5704  0.1874
H -1.4638 2.5463 0.1383  -0.0020
H -1.6212 -2.5907 0.9469  -0.1255

As for the structure (SMILES): O=c1cc(S)n(S)o1. Its spin multiplicity is 1. The HOMO-LUMO gap comes out at 8.95 eV. Its largest force on an atom is 4.16 eV/Å. The energy relative to the best compared isomer or geometry (same formula, charge and spin) is 3.885 eV. The value obtained for the HOMO energy is -9.036 eV. The molar mass comes out at 149.20 u.